{"formula": "C18H24N4O3", "method": "ωB97M-V/def2-TZVPD", "orbital_gap_ev": 8.660, "largest_force_ha_per_bohr": 0.013, "total_charge": 0, "de_lowest_kcal_mol": 44.51, "e_homo_ev": -8.12, "e_tot_ev": -31159.5574, "smiles": "CCCCOc1ccc(NC(=O)C(=O)NCCCn2ccnc2)cc1", "elements": ["O", "O", "O", "N", "N", "N", "N", "C", "C", "C", "C", "C", "C", "C", "C", "C", "C", "C", "C", "C", "C", "C", "C", "C", "C", "H", "H", "H", "H", "H", "H", "H", "H", "H", "H", "H", "H", "H", "H", "H", "H", "H", "H", "H", "H", "H", "H", "H", "H"], "positions_angstrom": [[0.363, -0.187, -1.947], [-0.731, 3.019, -1.101], [-1.894, -3.766, 3.181], [1.405, 5.960, -2.132], [0.329, 2.266, -2.980], [-0.791, 0.568, -0.095], [-0.201, 7.381, -1.616], [-0.049, -5.376, 3.230], [-0.179, 0.682, -1.282], [0.212, 6.149, -1.516], [-1.690, -0.398, 1.907], [0.437, 3.498, -3.722], [-1.554, -2.770, 2.321], [1.850, 4.084, -3.650], [-0.620, -1.834, 0.307], [-1.022, -0.562, 0.693], [-0.226, 2.134, -1.773], [0.403, -6.766, 2.784], [-1.950, -1.486, 2.708], [-1.519, -5.100, 2.902], [-0.296, -7.894, 3.534], [1.756, 7.172, -2.662], [-0.883, -2.928, 1.112], [0.753, 8.034, -2.328], [2.129, 4.730, -2.286], [0.723, 1.415, -3.365], [0.095, -5.267, 4.307], [-0.172, -7.771, 4.608], [-1.359, -7.914, 3.309], [-0.101, -1.966, -0.628], [-0.282, 4.203, -3.295], [0.128, -8.854, 3.249], [-2.468, -1.373, 3.646], [-1.156, 1.453, 0.256], [-2.005, 0.588, 2.216], [0.659, 9.078, -2.553], [1.480, -6.845, 2.949], [-2.169, -5.699, 3.544], [1.962, 4.839, -4.430], [0.167, 3.302, -4.763], [1.830, 4.050, -1.484], [2.669, 7.312, -3.205], [0.225, -6.879, 1.712], [-1.736, -5.353, 1.857], [3.200, 4.937, -2.189], [-0.311, 5.362, -1.010], [-0.558, -3.899, 0.775], [0.569, -4.622, 2.739], [2.580, 3.293, -3.831]]}

{"formula": "C18H24N4O3Re", "method": "ωB97M-V/def2-TZVPD", "spin_multiplicity": 4, "orbital_gap_ev": [6.655, 3.964], "largest_force_ha_per_bohr": 0.172, "total_charge": 4, "de_lowest_kcal_mol": 51.17, "e_homo_ev": [-21.84, -21.82], "s_squared": 3.773, "e_tot_ev": -33238.5362, "elements": ["Re", "O", "O", "O", "N", "N", "N", "N", "C", "C", "C", "C", "C", "C", "C", "C", "C", "C", "C", "C", "C", "C", "C", "C", "C", "C", "H", "H", "H", "H", "H", "H", "H", "H", "H", "H", "H", "H", "H", "H", "H", "H", "H", "H", "H", "H", "H", "H", "H", "H"], "positions_angstrom": [[-1.150, 0.924, -0.460], [1.326, 3.015, -0.090], [0.665, -0.186, 0.554], [-1.659, 0.800, 2.730], [3.052, -0.958, -2.413], [-1.566, 4.103, 1.577], [-0.732, -3.793, 1.147], [2.291, -1.538, 1.215], [3.602, -0.368, -3.244], [-1.150, 1.200, -2.568], [-2.916, -0.133, -0.902], [-0.915, -0.152, -2.275], [4.402, 0.236, -4.283], [1.966, 0.534, 2.505], [1.604, -0.397, 1.382], [-3.576, 5.563, 0.582], [-3.090, 1.244, -1.125], [-2.685, -5.044, 2.340], [1.905, -2.415, 0.122], [0.400, 2.359, -0.287], [-1.817, -0.832, -1.429], [-2.194, 1.922, -1.961], [-1.577, 0.882, 1.574], [3.394, -1.943, 2.069], [-1.651, -4.268, 1.670], [-2.470, 4.641, 1.027], [-2.487, -5.048, 3.426], [5.027, 1.044, -3.880], [-3.548, -0.607, -0.157], [0.867, -2.764, 0.239], [0.004, -0.636, -2.594], [-2.627, -6.072, 1.943], [2.030, -1.915, -0.851], [-0.409, 1.766, -3.119], [-3.845, 1.780, -0.542], [3.786, 0.641, -5.097], [3.005, 0.873, 2.410], [-3.332, 6.157, -0.316], [3.752, -2.903, 1.687], [3.056, -2.058, 3.110], [4.205, -1.200, 2.033], [1.304, 1.402, 2.483], [5.054, -0.548, -4.692], [-3.687, -4.630, 2.145], [-1.595, -1.846, -1.092], [-3.666, 6.288, 1.419], [1.867, 0.030, 3.475], [-2.218, 3.008, -2.062], [2.576, -3.278, 0.162], [-4.581, 5.122, 0.413]]}

{"formula": "C18H24N4O4S", "method": "ωB97M-V/def2-TZVPD", "orbital_gap_ev": 8.114, "largest_force_ha_per_bohr": 0.029, "total_charge": 0, "de_lowest_kcal_mol": 15.18, "e_homo_ev": -7.94, "e_tot_ev": -44043.4277, "smiles": "CC(C)n1c(SC2C(=O)CC(C)(C)CC2=O)nc2c1c(=O)n(C)c(=O)n2C", "elements": ["S", "O", "O", "O", "O", "N", "N", "N", "N", "C", "C", "C", "C", "C", "C", "C", "C", "C", "C", "C", "C", "C", "C", "C", "C", "C", "C", "H", "H", "H", "H", "H", "H", "H", "H", "H", "H", "H", "H", "H", "H", "H", "H", "H", "H", "H", "H", "H", "H", "H", "H"], "positions_angstrom": [[0.941, -2.542, -0.149], [-3.234, 3.435, -0.053], [1.792, -0.867, 2.104], [-4.602, -0.892, 0.061], [1.881, -0.683, -2.235], [-1.576, -1.637, -0.040], [-1.595, 1.871, -0.083], [-0.051, 0.003, -0.108], [-3.869, 1.264, 0.015], [5.268, 1.762, 0.130], [-2.880, -3.222, 1.282], [-0.270, -1.302, -0.091], [-2.268, -0.438, -0.024], [2.639, -0.668, -1.309], [2.468, -1.561, -0.085], [-2.960, -3.247, -1.244], [2.597, -0.790, 1.222], [-0.565, 2.881, -0.168], [3.854, 0.040, 1.274], [-2.917, 2.265, -0.041], [2.766, 1.962, 0.117], [3.947, 0.994, 0.073], [-5.244, 1.735, 0.061], [3.882, 0.182, -1.230], [-1.288, 0.546, -0.070], [-3.661, -0.118, 0.021], [-2.104, -2.987, -0.010], [-5.460, 2.328, -0.827], [3.857, 0.606, 2.207], [3.267, -2.310, -0.110], [-1.061, 3.843, -0.280], [2.805, 2.651, -0.724], [6.117, 1.082, 0.101], [0.037, 2.878, 0.741], [2.784, 2.543, 1.035], [1.830, 1.408, 0.071], [3.897, 0.851, -2.093], [-3.260, -4.291, -1.266], [-2.401, -3.025, -2.150], [5.345, 2.444, -0.712], [4.714, -0.636, 1.278], [4.750, -0.480, -1.296], [-5.389, 2.361, 0.941], [-1.226, -3.646, -0.031], [-2.265, -2.976, 2.145], [0.072, 2.679, -1.028], [-3.172, -4.266, 1.347], [-5.890, 0.862, 0.102], [5.327, 2.344, 1.046], [-3.853, -2.629, -1.211], [-3.776, -2.607, 1.292]]}

{"formula": "C18H24N4O7PtS", "method": "ωB97M-V/def2-TZVPD", "orbital_gap_ev": [4.914, 4.911], "largest_force_ha_per_bohr": 0.085, "total_charge": 2, "e_homo_ev": [-14.81, -14.81], "e_tot_ev": -53411.5083, "elements": ["Pt", "S", "O", "O", "O", "O", "O", "O", "O", "N", "N", "N", "N", "C", "C", "C", "C", "C", "C", "C", "C", "C", "C", "C", "C", "C", "C", "C", "C", "C", "C", "H", "H", "H", "H", "H", "H", "H", "H", "H", "H", "H", "H", "H", "H", "H", "H", "H", "H", "H", "H", "H", "H", "H", "H"], "positions_angstrom": [[-0.314, 0.226, -0.128], [-2.164, 1.793, -0.156], [-3.228, 2.710, -0.079], [-2.546, 0.319, -0.047], [-0.038, -5.583, -4.234], [5.204, -2.635, -3.439], [-1.289, 1.809, -1.368], [0.528, -0.793, 1.843], [-1.154, 1.837, 0.988], [-1.047, -1.459, 3.353], [0.323, -3.003, 2.256], [1.484, -0.258, -1.258], [-0.593, -1.876, -1.029], [5.187, -1.291, -3.070], [-2.032, -3.541, -1.917], [-1.777, -2.474, -1.072], [-1.524, -0.122, 3.530], [-0.747, -3.710, 4.302], [-1.011, -4.004, -2.748], [3.886, -0.943, -2.419], [-0.047, -1.710, 2.458], [1.628, -1.479, -1.803], [3.680, 0.338, -1.902], [-0.348, -4.113, 2.892], [1.440, -3.298, 1.401], [-1.630, -2.474, 4.199], [-1.246, -5.135, -3.700], [0.228, -3.368, -2.690], [2.842, -1.864, -2.361], [0.406, -2.294, -1.826], [2.466, 0.633, -1.314], [-2.548, -2.068, -0.430], [-1.921, -4.769, -4.493], [-1.287, -4.522, 4.787], [5.313, -0.629, -3.944], [-1.010, 0.360, 4.370], [0.322, -4.973, 2.900], [-2.587, -0.141, 3.774], [1.169, -4.079, 0.688], [2.280, -3.661, 2.002], [1.744, -2.394, 0.874], [-0.203, -6.284, -4.878], [6.002, -2.838, -3.941], [-1.344, 0.494, 2.644], [4.447, 1.091, -1.972], [3.001, -2.850, -2.768], [-1.808, -2.042, 5.188], [-2.609, -2.749, 3.781], [-1.236, -4.383, 2.306], [2.266, 1.608, -0.887], [0.142, -3.497, 4.898], [-3.010, -3.998, -1.934], [6.012, -1.055, -2.378], [-1.783, -5.941, -3.176], [1.020, -3.704, -3.340]]}

Repeat the first record exactly.
{"formula": "C18H24N4O3", "method": "ωB97M-V/def2-TZVPD", "orbital_gap_ev": 8.660, "largest_force_ha_per_bohr": 0.013, "total_charge": 0, "de_lowest_kcal_mol": 44.51, "e_homo_ev": -8.12, "e_tot_ev": -31159.5574, "smiles": "CCCCOc1ccc(NC(=O)C(=O)NCCCn2ccnc2)cc1", "elements": ["O", "O", "O", "N", "N", "N", "N", "C", "C", "C", "C", "C", "C", "C", "C", "C", "C", "C", "C", "C", "C", "C", "C", "C", "C", "H", "H", "H", "H", "H", "H", "H", "H", "H", "H", "H", "H", "H", "H", "H", "H", "H", "H", "H", "H", "H", "H", "H", "H"], "positions_angstrom": [[0.363, -0.187, -1.947], [-0.731, 3.019, -1.101], [-1.894, -3.766, 3.181], [1.405, 5.960, -2.132], [0.329, 2.266, -2.980], [-0.791, 0.568, -0.095], [-0.201, 7.381, -1.616], [-0.049, -5.376, 3.230], [-0.179, 0.682, -1.282], [0.212, 6.149, -1.516], [-1.690, -0.398, 1.907], [0.437, 3.498, -3.722], [-1.554, -2.770, 2.321], [1.850, 4.084, -3.650], [-0.620, -1.834, 0.307], [-1.022, -0.562, 0.693], [-0.226, 2.134, -1.773], [0.403, -6.766, 2.784], [-1.950, -1.486, 2.708], [-1.519, -5.100, 2.902], [-0.296, -7.894, 3.534], [1.756, 7.172, -2.662], [-0.883, -2.928, 1.112], [0.753, 8.034, -2.328], [2.129, 4.730, -2.286], [0.723, 1.415, -3.365], [0.095, -5.267, 4.307], [-0.172, -7.771, 4.608], [-1.359, -7.914, 3.309], [-0.101, -1.966, -0.628], [-0.282, 4.203, -3.295], [0.128, -8.854, 3.249], [-2.468, -1.373, 3.646], [-1.156, 1.453, 0.256], [-2.005, 0.588, 2.216], [0.659, 9.078, -2.553], [1.480, -6.845, 2.949], [-2.169, -5.699, 3.544], [1.962, 4.839, -4.430], [0.167, 3.302, -4.763], [1.830, 4.050, -1.484], [2.669, 7.312, -3.205], [0.225, -6.879, 1.712], [-1.736, -5.353, 1.857], [3.200, 4.937, -2.189], [-0.311, 5.362, -1.010], [-0.558, -3.899, 0.775], [0.569, -4.622, 2.739], [2.580, 3.293, -3.831]]}

Copy entry 2 word for word.
{"formula": "C18H24N4O3Re", "method": "ωB97M-V/def2-TZVPD", "spin_multiplicity": 4, "orbital_gap_ev": [6.655, 3.964], "largest_force_ha_per_bohr": 0.172, "total_charge": 4, "de_lowest_kcal_mol": 51.17, "e_homo_ev": [-21.84, -21.82], "s_squared": 3.773, "e_tot_ev": -33238.5362, "elements": ["Re", "O", "O", "O", "N", "N", "N", "N", "C", "C", "C", "C", "C", "C", "C", "C", "C", "C", "C", "C", "C", "C", "C", "C", "C", "C", "H", "H", "H", "H", "H", "H", "H", "H", "H", "H", "H", "H", "H", "H", "H", "H", "H", "H", "H", "H", "H", "H", "H", "H"], "positions_angstrom": [[-1.150, 0.924, -0.460], [1.326, 3.015, -0.090], [0.665, -0.186, 0.554], [-1.659, 0.800, 2.730], [3.052, -0.958, -2.413], [-1.566, 4.103, 1.577], [-0.732, -3.793, 1.147], [2.291, -1.538, 1.215], [3.602, -0.368, -3.244], [-1.150, 1.200, -2.568], [-2.916, -0.133, -0.902], [-0.915, -0.152, -2.275], [4.402, 0.236, -4.283], [1.966, 0.534, 2.505], [1.604, -0.397, 1.382], [-3.576, 5.563, 0.582], [-3.090, 1.244, -1.125], [-2.685, -5.044, 2.340], [1.905, -2.415, 0.122], [0.400, 2.359, -0.287], [-1.817, -0.832, -1.429], [-2.194, 1.922, -1.961], [-1.577, 0.882, 1.574], [3.394, -1.943, 2.069], [-1.651, -4.268, 1.670], [-2.470, 4.641, 1.027], [-2.487, -5.048, 3.426], [5.027, 1.044, -3.880], [-3.548, -0.607, -0.157], [0.867, -2.764, 0.239], [0.004, -0.636, -2.594], [-2.627, -6.072, 1.943], [2.030, -1.915, -0.851], [-0.409, 1.766, -3.119], [-3.845, 1.780, -0.542], [3.786, 0.641, -5.097], [3.005, 0.873, 2.410], [-3.332, 6.157, -0.316], [3.752, -2.903, 1.687], [3.056, -2.058, 3.110], [4.205, -1.200, 2.033], [1.304, 1.402, 2.483], [5.054, -0.548, -4.692], [-3.687, -4.630, 2.145], [-1.595, -1.846, -1.092], [-3.666, 6.288, 1.419], [1.867, 0.030, 3.475], [-2.218, 3.008, -2.062], [2.576, -3.278, 0.162], [-4.581, 5.122, 0.413]]}